[1]
Formula: C2H6N4O6
Source: the Open Molecules 2025 dataset
Level of theory: ωB97M-V/def2-TZVPD

The HOMO energy (alpha / beta) comes out at -9.98 / -8.58 eV.

Last column: Mulliken charge in e.
Atoms and positions in Å:
C 0.1247 -0.3649 -0.7523  1.604
C -0.4482 -0.3945 0.6518  -0.850
N -0.7297 0.4243 -1.5185  -0.785
N 0.1587 -1.7771 -1.3020  -0.584
N 0.2171 2.2847 1.3885  0.915
N 0.1795 -0.9723 1.7500  1.077
O 1.1242 2.5967 2.0643  -0.464
O -0.6431 2.7448 0.7750  -0.431
O 1.3493 -1.4179 1.5297  -0.668
O -0.2875 -0.8929 2.8603  -0.618
O 1.3521 0.2371 -0.7375  -0.592
O -1.7067 -0.0066 0.7605  -0.473
H -1.3674 -0.0845 -2.1356  0.260
H -0.2251 1.1423 -2.1061  0.222
H 0.9506 -2.3580 -0.9391  0.246
H -0.0693 -1.9408 -2.2548  0.190
H 1.9014 0.1895 0.0647  0.464
H -1.8808 0.5900 -0.0990  0.488

[2]
Formula: C6H14N2
Source: the Open Molecules 2025 dataset
Level of theory: ωB97M-V/def2-TZVPD

Its SMILES is [H]/N=C(C)\C(CC)=N/[H].C. The HOMO energy comes out at -9.85 eV.

Last column: Mulliken charge in e.
Atoms and positions in Å:
H 0.3579 -1.5784 -2.3873  0.190
N 1.0259 -0.8930 -2.0334  -0.689
C 0.5439 0.0066 -1.2900  0.809
C 1.4806 1.0512 -0.7764  -1.331
C -0.9096 0.0777 -0.9159  0.489
C -1.4653 1.3351 -0.3075  -0.495
C -1.4675 1.2343 1.2200  -1.100
N -1.7117 -0.8856 -1.0684  -0.685
H -1.3026 -1.7420 -1.4447  0.225
H 1.2569 2.0146 -1.2326  0.411
H 1.3959 1.1509 0.3047  0.262
H 2.4961 0.7715 -1.0346  0.355
H -0.8986 2.2095 -0.6254  0.267
H -2.4971 1.4400 -0.6463  0.350
H -2.0630 0.3793 1.5301  0.325
H -1.8988 2.1348 1.6503  0.355
H -0.4600 1.1146 1.6121  0.262
C 1.2256 -1.9591 1.4842  -0.910
H 0.2546 -1.4943 1.3606  0.105
H 1.7977 -1.8677 0.5744  0.215
H 1.7539 -1.4870 2.2989  0.268
H 1.0853 -3.0129 1.7272  0.325

[3]
Formula: C3H5NO3S
Source: the Open Molecules 2025 dataset
Level of theory: ωB97M-V/def2-TZVPD

The HOMO energy (alpha / beta) comes out at -7.15 / -6.66 eV.

Last column: Mulliken charge in e.
Atoms and positions in Å:
C -1.8806 -0.7181 -0.0109  -0.452
C -0.4193 -0.7252 -0.0014  0.793
C 1.7469 0.5123 -0.0224  -0.182
N 2.2911 1.7999 -0.1090  -0.360
O 0.2135 -1.9315 -0.2251  -0.467
O 0.3862 0.3484 -0.0668  -0.334
O -4.1680 0.2433 0.0750  -0.523
S -2.7583 0.6930 -0.0563  0.285
H -2.3312 -1.7624 0.1543  0.073
H 2.3829 -0.3329 -0.1605  0.359
H -0.5567 -2.4806 0.2196  0.359
H 3.2587 1.7139 0.0690  0.233
H 1.8347 2.6398 0.1345  0.217

[4]
Formula: C4H4O2
Source: the Open Molecules 2025 dataset
Level of theory: ωB97M-V/def2-TZVPD

The HOMO energy (alpha / beta) comes out at -8.89 / -8.17 eV.

Last column: Mulliken charge in e.
Atoms and positions in Å:
C -1.6268 -1.9857 1.0783  0.692
C -0.7569 -2.7065 0.5367  -0.644
C 0.6151 -0.2552 -0.8261  0.277
C 0.2680 1.0351 -0.2461  -0.665
O -2.3700 -1.1928 1.5498  -0.481
O 0.3423 -1.3993 -0.6692  -0.327
H -0.3042 -3.6153 0.2674  0.339
H -0.3691 0.9224 0.6329  0.233
H -0.2507 1.6062 -1.0140  0.289
H 1.1776 1.5783 0.0127  0.287

[5]
Formula: C6H13NO
Source: the Open Molecules 2025 dataset
Level of theory: ωB97M-V/def2-TZVPD

As for the spin multiplicity: 2. The total charge is +1. The HOMO energy (alpha / beta) comes out at -15.28 / -14.87 eV. Its expectation value of S² is 0.7537.

Last column: Mulliken spin population.
Atoms and positions in Å:
C -1.2419 1.2085 -0.9075  -0.006
C -0.7451 2.6101 -0.5701  0.006
C -1.1160 0.2093 0.3323  0.012
N -0.6850 -1.0813 -0.1538  -0.005
C 0.4946 -2.5362 0.7447  0.007
C 0.8308 -1.4878 -0.1843  0.011
C 1.8398 -0.4712 0.4058  0.004
O 1.7667 0.7068 -0.2376  0.883
H -2.2494 1.3016 -1.2896  0.000
H -0.5840 0.7334 -1.6353  0.001
H -0.3699 3.0538 -1.4873  -0.001
H -1.4977 3.2191 -0.0848  0.000
H 0.1745 2.5690 0.0061  -0.001
H -2.1160 0.0466 0.7176  0.001
H -0.4002 0.6882 0.9953  -0.001
H -0.8257 -1.8817 0.6921  -0.001
H 0.7629 -2.3175 1.7763  0.002
H 0.9985 -1.7808 -1.2018  0.000
H 0.5385 -3.5769 0.4625  0.001
H 1.6022 -0.3306 1.4612  0.016
H 2.8225 -0.8826 0.1583  0.070

[6]
Formula: C36H24Br2FN4O7P2ReS2
Source: the Open Molecules 2025 dataset
Level of theory: ωB97M-V/def2-TZVPD

As for the spin multiplicity: 2. The total charge is +1. The HOMO energy (alpha / beta) comes out at -10.66 / -10.46 eV. Its expectation value of S² is 0.7558.

Last column: Mulliken spin population.
Atoms and positions in Å:
Re 0.5227 -0.4030 0.4171  0.864
S -2.2133 -5.4759 0.1331  0.000
C -3.4165 -6.6766 0.2410  0.000
C -4.6528 -6.1881 -0.0570  -0.001
C -4.6183 -4.8139 -0.3984  0.001
C -3.3575 -4.2848 -0.3528  -0.003
C -2.9491 -2.9130 -0.6537  0.002
C -1.7228 -2.4325 -0.1609  -0.019
N -1.2820 -1.2085 -0.4030  0.046
C -2.0587 -0.3800 -1.1379  -0.015
C -3.2956 -0.7487 -1.6604  0.008
C -4.0231 0.2346 -2.4214  -0.004
C -3.5232 1.4733 -2.6262  0.002
C -2.2336 1.8534 -2.1067  0.000
C -1.6382 3.1040 -2.2933  0.004
C -0.3803 3.3630 -1.7758  -0.005
C 0.2564 2.3313 -1.0706  -0.055
N -0.2926 1.1463 -0.8527  0.000
C -1.5211 0.9082 -1.3695  -0.002
C 0.2843 4.6581 -1.9390  -0.002
C -0.1943 5.7789 -2.5590  0.000
C 0.7173 6.8633 -2.5285  0.000
C 1.8740 6.5482 -1.8847  -0.001
S 1.8636 4.9436 -1.3091  0.001
C -3.7320 -2.0554 -1.4108  -0.001
H -3.1511 -7.6807 0.5294  0.000
H -5.5519 -6.7844 -0.0313  0.000
H -5.4998 -4.2401 -0.6475  0.000
H -1.0964 -3.0519 0.4616  0.005
H -4.9884 -0.0396 -2.8266  0.000
H -4.0849 2.2032 -3.1940  0.000
H -2.1703 3.8655 -2.8489  0.000
H 1.2456 2.4794 -0.6590  0.014
H -1.1684 5.8422 -3.0219  0.000
H 0.5206 7.8315 -2.9628  0.000
H 2.7333 7.1756 -1.7125  0.000
H -4.6742 -2.3927 -1.8237  0.000
Br 6.4024 0.5923 3.5689  0.003
C 4.7467 0.3988 2.7187  0.014
C 3.5870 0.2769 3.4596  -0.007
C 2.3867 0.1553 2.7885  0.031
N 2.3163 0.1080 1.4529  -0.018
C 3.4569 0.1876 0.7389  -0.004
C 4.6856 0.3666 1.3339  -0.003
C 3.2653 0.0324 -0.7097  0.048
C 4.3101 -0.0603 -1.6137  -0.004
C 4.0193 -0.2642 -2.9502  0.008
Br 5.4032 -0.4113 -4.1978  0.002
C 2.6948 -0.3654 -3.3591  -0.004
C 1.7142 -0.2569 -2.4029  0.013
N 1.9823 -0.0606 -1.1057  -0.029
H 3.5975 0.2700 4.5390  0.000
H 1.4590 0.0764 3.3311  0.002
H 5.5888 0.4442 0.7496  0.000
H 5.3345 -0.0053 -1.2813  0.000
H 2.4349 -0.5298 -4.3940  0.000
H 0.6690 -0.3337 -2.6748  0.004
O 2.3988 -4.5497 -0.1119  -0.001
P 2.2243 -3.1835 0.6691  -0.002
O 3.5146 -2.5852 1.0203  0.003
O 1.2374 -2.3162 -0.1438  0.021
O 1.3495 -3.6525 1.9535  0.000
P 0.5274 -2.6624 2.9204  0.001
O -0.7761 -3.5244 3.2055  -0.001
O 1.2557 -2.2524 4.1201  0.007
O 0.0165 -1.5381 1.9850  0.077
H 1.5673 -4.9713 -0.3585  0.000
H -0.8260 -3.7652 4.1394  0.000
F -2.3358 3.7879 4.1079  0.000
C -1.7081 2.8898 3.3267  0.004
C -2.3343 1.6912 3.0487  0.002
C -1.6827 0.7719 2.2393  0.026
C -0.4151 1.0223 1.7085  -0.061
C 0.1771 2.2465 2.0276  0.024
C -0.4590 3.1888 2.8301  -0.003
H -3.3123 1.4905 3.4655  0.000
H -2.1725 -0.1753 2.0424  0.000
H 1.1642 2.4991 1.6530  0.004
H 0.0073 4.1336 3.0767  0.000

[7]
Formula: C41H39Br2F4N3OPSTi
Source: the Open Molecules 2025 dataset
Level of theory: ωB97M-V/def2-TZVPD

As for the spin multiplicity: 3. The total charge is +1. The HOMO energy (alpha / beta) comes out at -9.31 / -10.61 eV. Its expectation value of S² is 2.0156.

Last column: Mulliken spin population.
Atoms and positions in Å:
Ti 0.1918 1.3061 0.1302  1.419
C 0.0633 -6.4368 -0.4519  0.000
C 1.4516 -5.7880 -0.5624  0.000
C 2.1264 -6.3079 -1.8335  0.000
C 2.3090 -6.1987 0.6436  0.000
C 1.2871 -4.2709 -0.5770  0.000
C 0.6965 -3.6358 0.5146  0.006
C 0.5040 -2.2784 0.4723  -0.029
Br -0.2343 -1.3870 1.9941  0.025
C 0.8606 -1.4791 -0.6258  0.040
O 0.5005 -0.1848 -0.5983  -0.049
C 1.5523 -2.0827 -1.6797  -0.015
C 1.7105 -3.4709 -1.6269  0.002
C 2.1336 -1.3339 -2.8882  0.004
C 1.3318 -1.7123 -4.1429  0.000
C 2.1143 0.1939 -2.7449  -0.004
C 3.6072 -1.7372 -3.0741  0.000
H 0.1594 -7.5239 -0.4623  0.000
H -0.5660 -6.1396 -1.2928  0.000
H -0.4429 -6.1498 0.4707  0.000
H 2.1974 -7.3949 -1.7830  0.000
H 3.1388 -5.9132 -1.9388  0.000
H 1.5499 -6.0539 -2.7249  0.000
H 2.4669 -7.2786 0.6364  0.000
H 1.8318 -5.9348 1.5881  0.000
H 3.2843 -5.7101 0.6057  0.000
H 0.3908 -4.1899 1.3912  -0.001
H 2.1976 -3.9397 -2.4678  0.001
H 0.2769 -1.4579 -4.0157  0.000
H 1.4000 -2.7800 -4.3544  0.000
H 1.7135 -1.1669 -5.0083  0.000
H 1.0983 0.5845 -2.8084  -0.012
H 2.6857 0.6279 -3.5668  -0.001
H 2.5682 0.5181 -1.8072  0.005
H 3.7332 -2.8009 -3.2664  0.000
H 4.1876 -1.4792 -2.1862  0.000
H 4.0253 -1.1972 -3.9252  0.000
C 5.0521 1.0884 2.9462  0.000
N 4.3640 2.2325 2.3762  -0.001
C 4.7820 3.5509 2.4122  0.003
C 3.8577 4.2896 1.7767  0.006
N 2.8732 3.4114 1.3379  0.010
C 3.1857 2.1436 1.7240  0.007
S 2.2709 0.7306 1.5685  -0.016
C 1.7243 3.7354 0.5790  -0.002
C 0.9870 4.8549 0.8583  0.095
C -0.1946 5.0786 0.1176  0.148
C -0.5237 4.2099 -0.8946  0.009
C 0.3155 3.1129 -1.1765  0.135
N 1.4332 2.8543 -0.4047  0.179
H 5.8446 1.4402 3.6001  0.000
H 5.4735 0.4675 2.1566  0.000
H 4.3426 0.4871 3.5115  0.001
H 5.7016 3.8482 2.8832  0.000
H 3.8265 5.3422 1.5631  -0.002
H 1.2977 5.5373 1.6371  0.003
H -0.8255 5.9276 0.3397  0.005
H -1.3933 4.3915 -1.5131  0.014
H 0.3063 2.6486 -2.1577  0.003
F -4.9252 4.4645 -3.7553  0.000
C -4.3938 3.7199 -2.8023  0.001
C -4.7442 3.9245 -1.4801  0.001
F -5.6226 4.8670 -1.1688  0.000
C -4.1856 3.1381 -0.4868  0.003
F -4.6045 3.3606 0.7580  0.000
C -3.2412 2.1541 -0.7548  0.018
P -2.2921 1.2099 0.5166  0.058
C -2.2593 2.1656 2.0710  -0.033
C -0.9875 2.6193 2.4188  -0.020
C -0.7664 3.3597 3.5655  -0.001
C -1.8349 3.6250 4.4075  0.002
C -3.1007 3.1388 4.1043  0.005
C -3.3169 2.4131 2.9446  -0.005
C -3.4000 -0.2035 0.8430  0.018
C -4.0659 -0.8241 -0.2122  -0.004
C -4.8332 -1.9559 0.0173  0.001
C -4.9468 -2.4719 1.2990  -0.001
C -4.2993 -1.8498 2.3557  0.001
C -3.5225 -0.7248 2.1301  0.010
C -2.9305 1.9506 -2.1097  0.004
Br -1.7358 0.5820 -2.6192  0.002
C -3.4953 2.7121 -3.1146  0.000
F -3.1883 2.4990 -4.3886  0.000
H -0.1329 2.3600 1.7934  -0.048
H 0.2272 3.7104 3.8131  0.003
H -1.6786 4.2015 5.3096  0.001
H -3.9260 3.3253 4.7785  0.000
H -4.3058 2.0384 2.7218  0.000
H -4.0048 -0.4236 -1.2148  0.000
H -5.3444 -2.4307 -0.8094  0.000
H -5.5447 -3.3564 1.4751  0.000
H -4.3917 -2.2409 3.3602  0.000
H -3.0101 -0.2567 2.9593  0.002

[8]
Formula: C24H40CrF6NO5SbSi
Source: the Open Molecules 2025 dataset
Level of theory: ωB97M-V/def2-TZVPD

As for the spin multiplicity: 6. The total charge is -1. The HOMO energy (alpha / beta) comes out at -4.85 / -6.07 eV. Its expectation value of S² is 8.7662.

Last column: Mulliken spin population.
Atoms and positions in Å:
Cr -11.8283 -6.8005 -13.2108  3.896
C -12.0468 -10.3699 -15.5377  0.009
C -11.9048 -9.5408 -14.3149  0.026
O -11.9091 -8.3169 -14.5113  -0.055
C -11.7695 -10.1770 -13.0234  0.045
C -11.8590 -11.5775 -12.9548  -0.006
C -11.7300 -12.2208 -11.7574  0.005
C -11.5302 -11.4708 -10.5853  0.003
C -11.4984 -10.1058 -10.5998  0.009
C -11.6466 -9.4172 -11.8269  0.019
O -11.6587 -8.1274 -11.8041  -0.034
H -11.9114 -9.7253 -16.3781  -0.001
H -13.0648 -10.8082 -15.5554  0.003
H -11.3497 -11.1937 -15.5146  -0.001
H -12.0149 -12.1556 -13.8643  0.001
H -11.8035 -13.2900 -11.7179  0.001
H -11.4091 -11.9728 -9.6260  0.000
H -11.3513 -9.5274 -9.7057  0.001
F -11.5448 -5.3536 -14.4702  0.083
Sb -11.0802 -5.8702 -17.0828  0.523
F -8.9207 -6.1931 -17.1109  0.120
F -11.2226 -8.0251 -17.4620  0.112
F -11.1798 -5.4198 -18.8051  0.013
F -13.1705 -5.6998 -16.8895  0.076
F -10.5615 -3.9519 -16.5558  0.081
O -10.2388 -4.4791 -11.3722  0.019
C -9.5466 -4.8581 -12.4682  0.014
O -9.3748 -5.9974 -12.8248  -0.014
H -9.2189 -4.0126 -13.0877  0.002
O -13.1660 -5.3684 -12.2489  0.000
C -13.9569 -4.4391 -12.3555  -0.017
C -15.3989 -4.6314 -12.6202  -0.001
C -15.5589 -4.5071 -14.1685  0.009
C -15.0800 -3.1670 -14.7464  0.002
C -13.5414 -2.9991 -14.8957  0.006
C -12.7514 -2.7572 -13.5878  0.005
N -13.6109 -3.1236 -12.4553  0.009
H -16.0159 -3.8730 -12.1209  0.000
H -15.7417 -5.6270 -12.2944  -0.001
H -16.6086 -4.6920 -14.4489  0.000
H -15.0182 -5.3338 -14.6143  0.008
H -15.5469 -2.3425 -14.1747  0.000
H -15.4927 -3.1087 -15.7592  0.000
H -13.3888 -2.1929 -15.5906  -0.003
H -13.1570 -3.8986 -15.3806  0.004
H -12.4614 -1.7197 -13.4782  0.000
H -11.8672 -3.3903 -13.5499  0.009
H -14.4223 -2.5307 -12.4160  0.000
C -11.4519 -6.3727 -9.2433  0.009
Si -10.3772 -4.9437 -9.7258  0.010
C -11.1503 -3.3449 -9.0019  0.000
C -10.7116 -3.0213 -7.5885  0.000
C -12.6303 -3.6016 -8.9332  -0.003
C -10.8444 -2.1314 -9.8827  -0.001
C -8.5948 -5.3897 -9.2466  0.000
C -7.5726 -4.4659 -9.9006  -0.001
C -8.3517 -5.3458 -7.7393  0.000
C -8.3591 -6.8423 -9.6878  0.000
H -11.2839 -6.5829 -8.1875  0.000
H -11.2243 -7.2606 -9.8461  0.004
H -12.5093 -6.1606 -9.4195  -0.001
H -10.7716 -3.8836 -6.9102  0.000
H -11.3644 -2.2407 -7.1846  0.000
H -9.7046 -2.6464 -7.5107  0.000
H -12.8965 -4.3930 -8.2294  0.000
H -13.0300 -3.9104 -9.9146  0.001
H -13.1687 -2.6893 -8.6570  0.000
H -9.7779 -1.9416 -9.9235  0.000
H -11.3183 -1.2363 -9.4528  0.000
H -11.1779 -2.2524 -10.8947  0.001
H -7.7655 -3.4384 -9.6210  0.000
H -7.5918 -4.5253 -10.9773  0.000
H -6.5691 -4.7723 -9.6023  0.000
H -8.3598 -4.3383 -7.3593  0.000
H -7.3667 -5.7812 -7.5359  0.000
H -9.0916 -5.9393 -7.1828  0.000
H -8.5969 -6.9860 -10.7548  0.004
H -8.9971 -7.5317 -9.1414  0.000
H -7.2990 -7.1092 -9.5243  0.000

What energy values result from the calculations? In sequence: -750.0033, -346.4955, -795.8105, -305.1140, -365.9022, -8937.4426, -8961.5976, -3543.1863 a.u..
What maximum force values result from the calculations? In sequence: 3.7, 0.6, 4.5, 1.4, 2.7, 0.2, 3.8, 4.8 eV/Å.